(1)
Molecular formula: C20H31As2HfN6O11P2S
Method: DFT, wB97M-V/def2-TZVPD

## Properties
Relative energy (zero: lowest compared OMol25 entry of this formula, charge and spin) = 59.1 kJ/mol
E_HOMO = -12.11 eV
Multiplicity = 1
Net charge = +1
Molar mass = 953.848 g mol⁻¹
HOMO-LUMO gap = 8.63 eV

Geometry (Å):
Hf  -1.371  1.504  -1.576
C  -0.962  0.918  2.640
As  -1.260  2.209  1.220
C  -2.845  3.154  1.806
C  0.180  3.473  1.492
C  0.158  4.325  2.592
C  1.185  5.231  2.801
C  2.249  5.288  1.916
C  2.284  4.436  0.823
C  1.254  3.530  0.599
As  1.358  2.334  -0.925
C  2.972  1.342  -0.494
C  1.996  3.464  -2.366
H  -0.825  1.433  3.589
H  -0.065  0.343  2.412
H  -1.816  0.246  2.710
H  -2.740  3.522  2.823
H  -3.690  2.469  1.754
H  -3.022  3.988  1.129
H  -0.670  4.296  3.290
H  1.146  5.904  3.647
H  3.042  6.007  2.063
H  3.119  4.498  0.135
H  3.772  2.054  -0.296
H  3.255  0.708  -1.332
H  2.813  0.737  0.396
H  2.923  3.960  -2.086
H  1.240  4.208  -2.607
H  2.173  2.838  -3.240
O  -1.004  -1.947  -3.754
P  -1.516  -0.468  -4.026
O  -1.767  -0.127  -5.414
O  -0.563  0.395  -3.150
O  -2.924  -0.499  -3.134
P  -3.666  0.836  -2.666
O  -5.167  0.755  -3.028
O  -2.816  1.962  -3.212
O  -3.438  0.907  -1.151
H  -1.176  -2.523  -4.511
H  -5.399  0.817  -3.966
N  0.100  7.323  0.394
C  -0.535  6.685  -0.325
N  -1.290  6.008  -1.187
C  -1.262  4.779  -1.340
N  -1.326  3.605  -1.506
C  2.695  -7.831  1.402
C  1.623  -6.751  1.470
S  2.376  -5.153  1.269
O  3.218  -4.886  2.401
O  2.903  -5.051  -0.071
C  1.015  -3.988  1.361
C  0.214  -3.946  0.069
N  -0.565  -2.706  -0.025
C  -0.170  -1.592  -0.667
N  -1.072  -0.611  -0.510
C  -2.079  -1.125  0.266
C  -1.771  -2.404  0.575
N  -2.548  -3.295  1.392
O  -2.095  -4.402  1.622
O  -3.599  -2.858  1.803
C  1.125  -1.479  -1.383
H  2.232  -8.807  1.531
H  3.432  -7.691  2.191
H  3.203  -7.813  0.439
H  1.113  -6.734  2.434
H  0.887  -6.853  0.670
H  1.526  -3.040  1.542
H  0.403  -4.228  2.230
H  -0.469  -4.785  -0.010
H  0.892  -3.974  -0.778
H  -2.964  -0.575  0.527
H  1.367  -2.390  -1.924
H  1.930  -1.292  -0.670
H  1.076  -0.664  -2.097

---

(2)
Molecular formula: C20H31As3ClInS
Method: DFT, wB97M-V/def2-TZVPD

## Properties
Relative energy (zero: lowest compared OMol25 entry of this formula, charge and spin) = 0.0 kJ/mol
E_HOMO = -13.53 eV
Multiplicity = 1
Net charge = +2
Molar mass = 678.572 g mol⁻¹
HOMO-LUMO gap = 7.60 eV

Geometry (Å):
In  -1.176  0.041  -0.119
C  1.670  -1.928  -2.094
As  1.347  -0.708  -0.629
C  2.598  0.742  -0.894
C  1.903  -1.675  0.949
C  3.068  -2.432  0.866
C  3.485  -3.181  1.957
C  2.734  -3.184  3.124
C  1.567  -2.438  3.205
C  1.146  -1.670  2.124
As  -0.496  -0.641  2.255
C  -1.661  -1.634  3.437
C  0.034  0.917  3.274
H  2.742  -2.009  -2.265
H  1.190  -1.554  -2.997
H  1.257  -2.900  -1.835
H  3.599  0.322  -0.979
H  2.547  1.421  -0.047
H  2.330  1.268  -1.809
H  3.655  -2.454  -0.043
H  4.390  -3.769  1.889
H  3.051  -3.775  3.973
H  0.987  -2.462  4.120
H  -1.260  -1.605  4.448
H  -1.733  -2.662  3.088
H  -2.646  -1.172  3.424
H  0.484  0.607  4.215
H  -0.848  1.529  3.457
H  0.754  1.485  2.688
Cl  -2.679  -3.444  0.034
C  -2.568  -3.053  -1.683
C  -2.328  -4.105  -2.549
C  -2.180  -3.863  -3.908
C  -2.260  -2.563  -4.376
C  -2.499  -1.518  -3.496
C  -2.667  -1.737  -2.132
C  -3.010  -0.585  -1.245
H  -2.263  -5.110  -2.155
H  -2.009  -4.686  -4.587
H  -2.150  -2.363  -5.434
H  -2.579  -0.508  -3.880
H  -3.730  -0.871  -0.481
H  -3.366  0.266  -1.817
C  0.508  5.066  -1.792
As  -0.251  4.495  -0.121
C  -1.549  5.797  0.424
C  1.171  4.517  1.184
S  -1.199  2.603  -0.319
H  0.894  6.077  -1.670
H  -0.266  5.046  -2.556
H  1.312  4.388  -2.070
H  -1.033  6.748  0.549
H  -2.001  5.480  1.361
H  -2.319  5.878  -0.340
H  1.632  5.504  1.198
H  1.915  3.770  0.914
H  0.752  4.292  2.162

---

(3)
Molecular formula: C20H31AsBr2F6N2O5S2Si3Tc
Method: DFT, wB97M-V/def2-TZVPD

## Properties
Relative energy (zero: lowest compared OMol25 entry of this formula, charge and spin) = 90.1 kJ/mol
E_HOMO (spin up / spin down) = -13.44 / -13.60 eV
Multiplicity = 4
Net charge = +2
Molar mass = 974.587 g mol⁻¹
HOMO-LUMO gap (spin up / spin down) = 6.02 / 6.20 eV

Geometry (Å):
Tc  0.434  -0.160  0.974
Br  -0.398  -5.010  2.074
C  -0.204  -3.578  3.270
C  -0.274  -3.808  4.662
C  -0.119  -2.786  5.548
Br  -0.191  -3.142  7.390
C  0.117  -1.465  5.087
C  0.309  -0.327  5.896
C  0.567  0.894  5.320
C  0.628  1.005  3.933
N  0.419  -0.039  3.131
C  0.175  -1.272  3.697
C  0.017  -2.323  2.780
O  0.130  -2.029  1.458
H  -0.449  -4.812  5.024
H  0.266  -0.428  6.973
H  0.730  1.775  5.926
H  0.861  1.951  3.464
C  1.283  -4.050  -1.441
Si  0.111  -2.792  -2.107
C  0.037  -2.572  -3.934
C  -1.547  -2.950  -1.285
As  1.031  -0.674  -1.213
Si  3.322  -0.255  -1.978
C  4.122  -1.856  -1.501
C  3.899  1.125  -0.902
C  3.219  0.024  -3.790
Si  -3.384  1.388  -0.532
C  -4.191  0.167  0.547
C  -2.619  0.719  -2.047
C  -4.053  3.079  -0.561
H  0.774  -5.018  -1.393
H  1.580  -3.787  -0.421
H  2.177  -4.168  -2.053
H  0.965  -2.906  -4.406
H  -0.129  -1.529  -4.211
H  -0.780  -3.171  -4.345
H  -1.761  -4.011  -1.121
H  -2.363  -2.537  -1.883
H  -1.531  -2.472  -0.303
H  3.780  -2.196  -0.520
H  5.206  -1.714  -1.444
H  3.926  -2.643  -2.230
H  3.800  0.844  0.150
H  3.331  2.044  -1.066
H  4.954  1.339  -1.095
H  2.814  -0.856  -4.292
H  4.217  0.219  -4.193
H  2.584  0.882  -4.019
H  -5.039  -0.281  0.014
H  -4.582  0.626  1.455
H  -3.511  -0.641  0.827
H  -2.190  -0.264  -1.863
H  -1.845  1.382  -2.433
H  -3.384  0.618  -2.824
H  -4.472  3.353  0.408
H  -4.865  3.128  -1.296
H  -3.308  3.818  -0.856
F  0.091  4.325  2.205
C  -1.042  3.981  1.630
F  -1.539  4.970  0.935
F  -1.909  3.555  2.532
S  -0.679  2.560  0.452
O  -1.817  1.607  0.656
O  0.589  1.964  0.965
N  -0.679  3.113  -0.958
S  0.639  3.245  -1.928
O  0.768  2.033  -2.693
O  1.773  3.783  -1.246
C  -0.068  4.536  -3.060
F  -1.026  3.967  -3.785
F  0.888  4.990  -3.828
F  -0.585  5.516  -2.327

---

(4)
Molecular formula: C20H31BNO2Pb
Method: DFT, wB97M-V/def2-TZVPD

## Properties
Relative energy (zero: lowest compared OMol25 entry of this formula, charge and spin) = 998.7 kJ/mol
E_HOMO (spin up / spin down) = -10.66 / -10.69 eV
Multiplicity = 1
Net charge = +1
Molar mass = 535.485 g mol⁻¹
HOMO-LUMO gap (spin up / spin down) = 5.89 / 6.05 eV

Geometry (Å):
O  -0.080  0.049  0.131
C  0.913  -0.498  -0.787
C  0.420  0.409  -1.906
H  0.757  -1.563  -0.922
H  1.921  -0.332  -0.421
C  -0.725  0.821  -0.967
H  0.112  -0.087  -2.822
H  1.096  1.225  -2.145
C  -2.053  0.199  -1.328
H  -1.978  -0.886  -1.347
H  -2.358  0.537  -2.319
H  -2.832  0.476  -0.624
C  -0.833  2.284  -0.638
H  0.146  2.735  -0.499
H  -1.409  2.436  0.272
H  -1.336  2.806  -1.451
Pb  0.000  0.000  2.358
C  0.872  1.548  3.905
C  1.801  0.494  3.789
C  2.350  0.553  2.488
H  2.047  -0.232  4.544
C  1.749  1.621  1.809
C  0.814  2.229  2.668
H  0.185  3.072  2.435
H  0.303  1.787  4.785
H  3.054  -0.147  2.078
H  1.933  1.892  0.784
C  -1.468  -0.459  4.211
C  -1.925  0.716  3.569
C  -2.328  0.377  2.267
H  -1.952  1.704  3.995
C  -2.122  -1.015  2.104
C  -1.608  -1.524  3.311
H  -1.291  -2.537  3.477
H  -1.060  -0.523  5.206
H  -2.746  1.056  1.546
H  -2.273  -1.583  1.205
O  0.709  -1.670  -5.057
C  0.256  -0.560  -5.841
C  0.413  -0.970  -7.296
H  0.868  0.320  -5.613
H  -0.775  -0.334  -5.566
C  1.623  -1.894  -7.227
H  0.555  -0.119  -7.960
H  -0.465  -1.520  -7.635
C  1.393  -2.603  -5.902
H  2.544  -1.311  -7.194
H  1.690  -2.584  -8.066
H  2.318  -2.907  -5.411
H  0.771  -3.495  -6.036
B  0.000  0.000  7.219
C  0.000  0.000  5.619
N  0.000  0.000  4.358
H  0.984  -0.543  7.612
H  -0.961  -0.576  7.627
H  -0.016  1.124  7.612